DFT (wB97M-V/def2-TZVPD) results for a cluster of 2 separate species, CH4ClNO in total at a distorted geometry.

For the HOMO energy (alpha / beta), the calculation gives -0.31289 / -0.31293 hartree. The value obtained for the total energy is -630.56491 Eh. Its energy relative to the best compared isomer or geometry (same formula, charge and spin) is 91.1 kcal/mol.

Element x y z (Å)
C: -0.0914 -0.1726 0.0004
N: 0.4911 0.9560 -0.4651
O: 0.0922 -0.4902 1.3354
Cl: -1.8254 -0.4265 -0.3019
H: 0.6298 -1.7229 -0.8639
H: 0.6801 1.1213 -1.4703
H: 0.8356 1.6916 0.1440
H: -0.8119 -0.9567 1.6216

=====

DFT (wB97M-V/def2-TZVPD) results for the molecule CH4ClNS2 at a distorted geometry.

For the HOMO energy, the calculation gives -0.27176 hartree. The value obtained for the total energy is -1351.58124 Eh.

Element x y z (Å)
C: 0.4463 -0.6774 0.4490
H: 1.4747 2.1038 -0.1397
H: -2.1808 1.0611 -0.1649
H: -0.4672 -0.9292 -1.3427
H: 0.1926 -0.3848 1.4704
N: -0.6182 -0.6355 -0.3843
S: -2.2047 -0.2584 0.1050
S: 1.9566 -1.1085 0.0038
Cl: 1.4009 0.8288 0.0034

=====

DFT (wB97M-V/def2-TZVPD) results for a cluster of 2 separate species, CH4ClOP in total at a distorted geometry.

For the HOMO energy (alpha / beta), the calculation gives -0.32727 / -0.29019 hartree. The value obtained for the total energy is -917.19795 Eh. Its energy relative to the best compared isomer or geometry (same formula, charge and spin) is 84.5 kcal/mol.

Element x y z (Å)
C: -0.7499 -0.7369 -0.1696
O: 2.2599 2.3359 -0.1854
P: 1.2036 2.6700 -1.3855
Cl: 0.0399 4.0144 -0.2913
H: -1.5391 -0.4731 0.4647
H: -0.0937 -1.3455 0.3117
H: -0.4943 -0.5836 -1.1518
H: 2.1395 2.7101 0.6554

=====

DFT (wB97M-V/def2-TZVPD) results for a cluster of 2 separate species, CH4ClPS in total at a distorted geometry.

For the HOMO energy (alpha / beta), the calculation gives -0.32848 / -0.31656 hartree. The value obtained for the total energy is -1240.14191 Eh. Its energy relative to the best compared isomer or geometry (same formula, charge and spin) is 57.5 kcal/mol.

Element x y z (Å)
C: 0.9036 0.6125 1.3416
P: -0.5738 -0.8158 -1.9781
S: -0.8371 0.4633 0.8500
Cl: -2.1308 -2.0612 -1.7206
H: 1.1505 0.2285 2.4010
H: 1.0635 1.6702 1.6846
H: 1.5486 0.0962 0.5799
H: -1.1245 -0.1938 -3.1585

=====

DFT (wB97M-V/def2-TZVPD) results for a cluster of 2 separate species, CH4ClPS2 in total at a distorted geometry.

For the HOMO energy, the calculation gives -0.33196 hartree. The value obtained for the total energy is -1638.42406 Eh. Its energy relative to the best compared isomer or geometry (same formula, charge and spin) is 38.1 kcal/mol.

Element x y z (Å)
C: 0.7990 0.9458 -0.0903
P: 0.3888 -0.8003 -0.6504
S: -0.3086 -1.0089 -2.4815
S: 0.9593 -2.3982 0.3314
Cl: -2.5729 -0.3770 0.9464
H: 1.9577 1.0079 -0.0426
H: 0.2734 1.5995 -0.8303
H: 0.2435 0.9973 0.8592
H: -1.7401 0.0339 1.9582

=====

DFT (wB97M-V/def2-TZVPD) results for a cluster of 2 separate species, CH4F3N4O in total at a distorted geometry.

The multiplicity is 3. For the HOMO energy (alpha / beta), the calculation gives -0.48438 / -0.60600 hartree. Its total charge is +1. The value obtained for the total energy is -633.67137 Eh.

Element x y z (Å)
C: -1.1126 -0.6747 -0.9566
N: 0.1243 0.8745 0.0492
N: -1.6779 -1.8761 -0.8633
N: -1.1656 0.1599 -1.9913
N: 1.2723 0.8685 0.8243
O: -0.5014 -0.3588 0.1691
F: -2.4680 -2.4629 -1.8137
F: -2.0238 -0.2376 -2.9627
F: 2.7617 0.0251 0.1514
H: -1.3499 -2.6786 -0.3345
H: -1.1711 1.2264 -1.9165
H: 1.4607 0.2692 1.5699
H: 1.8666 1.6584 1.0085

=====

DFT (wB97M-V/def2-TZVPD) results for the molecule CH4FINP at a distorted geometry.

The multiplicity is 3. For the HOMO energy (alpha / beta), the calculation gives -0.21870 / -0.35422 hartree. The value obtained for the total energy is -834.05343 Eh. Its energy relative to the best compared isomer or geometry (same formula, charge and spin) is 15.4 kcal/mol.

Element x y z (Å)
C: -0.3872 -0.7791 1.0212
N: 0.1895 0.4344 0.4361
F: 0.2418 2.3983 -1.0005
P: -0.5300 1.0054 -1.1642
I: 1.0604 -0.0141 -2.8043
H: -0.9377 -0.5567 1.9804
H: -1.0769 -1.1991 0.2991
H: 0.3877 -1.6034 1.1684
H: 1.0525 0.3142 0.0638

=====

DFT (wB97M-V/def2-TZVPD) results for a cluster of 2 separate species, CH4FN2O in total at a distorted geometry.

For the HOMO energy (alpha / beta), the calculation gives -0.66132 / -0.66093 hartree. Its total charge is +1. The value obtained for the total energy is -324.56216 Eh. Its energy relative to the best compared isomer or geometry (same formula, charge and spin) is 149.9 kcal/mol.

Element x y z (Å)
C: -0.2730 0.2283 -0.1021
N: 0.3736 -0.6502 0.8663
N: 0.1476 -0.9600 2.0321
O: 0.3841 -1.5911 2.9554
F: -1.5722 0.0634 2.3164
H: 0.2426 1.1846 -0.3340
H: -0.2009 -0.3010 -0.9739
H: -1.2664 0.5844 0.1021
H: 1.0647 -1.1366 0.2529

=====

DFT (wB97M-V/def2-TZVPD) results for a cluster of 2 separate species, CH4FN2O in total at a distorted geometry.

For the HOMO energy (alpha / beta), the calculation gives -0.55543 / -0.53950 hartree. Its total charge is +1. The value obtained for the total energy is -324.64026 Eh. Its energy relative to the best compared isomer or geometry (same formula, charge and spin) is 100.9 kcal/mol.

Element x y z (Å)
C: -0.1121 0.5669 0.4544
N: -0.8067 0.9195 1.4521
N: 0.0297 -1.4285 -1.1027
O: 1.0653 -1.1296 -1.8394
F: 0.8385 1.3738 -0.0593
H: -1.6063 0.4819 1.8583
H: -0.5014 1.6082 2.2564
H: -0.9042 -1.0245 -1.5779
H: 1.9972 -1.3677 -1.4420

=====

DFT (wB97M-V/def2-TZVPD) results for the molecule CH4FNO2 at a distorted geometry.

For the HOMO energy, the calculation gives -0.37933 hartree. As for the SMILES: OC(O)NF. The value obtained for the total energy is -345.51102 Eh. Its energy relative to the best compared isomer or geometry (same formula, charge and spin) is 81.1 kcal/mol.

Element x y z (Å)
C: 0.1182 0.1238 0.2511
N: -0.5714 -0.6452 -0.8669
O: -0.7746 0.7569 1.0761
O: 0.8858 -0.7111 0.9910
F: -0.3742 0.0044 -2.1105
H: 0.5975 0.9165 -0.4296
H: -0.0245 -1.5024 -0.9304
H: -1.3324 1.2887 0.4412
H: 1.4756 -0.2315 1.5781

=====

DFT (wB97M-V/def2-TZVPD) results for the molecule CH4FNP2 at a distorted geometry.

For the HOMO energy, the calculation gives -0.32776 hartree. As for the SMILES: [H]/N=C/P(F)#[PH2]. The value obtained for the total energy is -877.78174 Eh. Its energy relative to the best compared isomer or geometry (same formula, charge and spin) is 31.0 kcal/mol.

Element x y z (Å)
C: 0.5955 -1.0380 0.2353
N: 0.3516 -2.1496 -0.2685
F: -2.4414 -0.0369 -0.1089
P: -0.2919 1.7589 -0.6639
P: -0.9032 0.1587 0.6785
H: 1.1224 -2.7809 -0.4692
H: -0.9209 2.7266 0.1247
H: 0.9367 1.9529 -0.0374
H: 1.5513 -0.5917 0.5094

=====

DFT (wB97M-V/def2-TZVPD) results for a cluster of 2 separate species, CH4FNP2 in total at a distorted geometry.

For the HOMO energy, the calculation gives -0.33132 hartree. The value obtained for the total energy is -877.70637 Eh. Its energy relative to the best compared isomer or geometry (same formula, charge and spin) is 78.3 kcal/mol.

Element x y z (Å)
C: -2.0109 -0.6279 0.2600
N: -1.1665 0.2212 0.1066
F: -3.4193 -0.7507 -0.1927
P: 1.5768 0.9477 -0.3560
P: 3.0833 -0.2641 0.0263
H: -1.1615 1.0969 -0.4169
H: 0.7726 0.6882 0.8203
H: -1.8347 -1.4241 0.7115
H: 4.1601 0.1129 -0.9590

=====

DFT (wB97M-V/def2-TZVPD) results for a structure of composition CH4FO2Sb.

For the HOMO energy, the calculation gives 0.04990 hartree. Its total charge is -2. The value obtained for the total energy is -530.95227 Eh. Its energy relative to the best compared isomer or geometry (same formula, charge and spin) is 0.0 kcal/mol.

Element x y z (Å)
O: -0.3395 -2.3145 0.5201
C: -0.5894 -1.1711 0.9391
O: -1.3486 -0.8108 1.8605
Sb: 0.1921 0.4666 -0.3939
F: 1.9000 0.7070 0.7964
H: -0.5836 1.7364 0.5656
H: 0.9102 1.7341 -1.4209
H: 1.0673 -0.7288 -1.3671
H: -1.2086 0.3811 -1.4999

=====

DFT (wB97M-V/def2-TZVPD) results for a cluster of 2 separate species, CH4FOP in total at a distorted geometry.

For the HOMO energy, the calculation gives -0.39454 hartree. The value obtained for the total energy is -556.86917 Eh. Its energy relative to the best compared isomer or geometry (same formula, charge and spin) is 79.3 kcal/mol.

Element x y z (Å)
C: 0.4379 0.3035 -0.3716
O: -0.2017 1.2800 0.1289
F: 2.1611 0.0158 0.4055
P: -0.2223 -1.3685 -0.0967
H: 0.7813 0.6507 -1.3284
H: -0.7330 1.0369 0.9384
H: -1.4622 -0.9865 -0.7867
H: -0.7609 -0.9320 1.1105

=====

DFT (wB97M-V/def2-TZVPD) results for the molecule CH4I2OSi at a distorted geometry.

For the HOMO energy (alpha / beta), the calculation gives -0.31542 / -0.31529 hartree. The value obtained for the total energy is -1000.46240 Eh. Its energy relative to the best compared isomer or geometry (same formula, charge and spin) is 155.2 kcal/mol.

Element x y z (Å)
C: -1.6972 -0.5439 -0.8181
O: 0.9848 -0.9604 0.2234
Si: 1.5271 0.5526 0.4043
I: -0.8506 -1.9487 0.1882
I: -3.0834 0.6700 0.2621
H: -2.1799 -0.7959 -1.7492
H: 1.2749 0.7204 1.8623
H: 1.2082 1.9665 -0.1856
H: 2.8160 0.3393 -0.1872

=====

DFT (wB97M-V/def2-TZVPD) results for a structure of composition CH4I2Si at a distorted geometry.

For the HOMO energy (alpha / beta), the calculation gives -0.33373 / -0.33364 hartree. The value obtained for the total energy is -925.28323 Eh. Its energy relative to the best compared isomer or geometry (same formula, charge and spin) is 111.3 kcal/mol.

Element x y z (Å)
C: 0.6687 0.2864 -0.5825
Si: -0.8857 0.0987 0.5781
I: 2.2322 1.4650 -0.1788
I: 1.5079 -2.3708 -0.3917
H: 0.3641 0.2429 -1.7102
H: -0.8883 -1.0987 1.3650
H: -1.6893 0.2567 -0.6015
H: -1.3096 1.1197 1.5218

=====

DFT (wB97M-V/def2-TZVPD) results for a cluster of 2 separate species, CH4I2Si in total at a distorted geometry.

For the HOMO energy (alpha / beta), the calculation gives -0.33329 / -0.29026 hartree. The value obtained for the total energy is -925.31181 Eh. Its energy relative to the best compared isomer or geometry (same formula, charge and spin) is 93.3 kcal/mol.

Element x y z (Å)
C: -0.6548 -0.5549 0.2419
Si: 1.8551 1.5478 0.5807
I: 3.4987 0.3753 2.0818
I: 1.1246 3.6036 1.5620
H: -1.4388 -0.1845 -0.4863
H: 0.0819 -1.2395 -0.0590
H: -0.8325 -0.6340 1.2276
H: 2.4219 1.6064 -0.6646

=====

DFT (wB97M-V/def2-TZVPD) results for a structure of composition CH4INO at a distorted geometry.

For the HOMO energy, the calculation gives -0.32639 hartree. The value obtained for the total energy is -468.08527 Eh. Its energy relative to the best compared isomer or geometry (same formula, charge and spin) is 19.7 kcal/mol.

Element x y z (Å)
C: -0.8127 -0.0833 0.2901
N: 0.6210 1.1920 -0.1027
O: -0.4138 -1.2277 -0.1971
I: 2.2409 0.1673 0.0275
H: -1.6671 0.2467 -0.3146
H: -0.7934 0.0926 1.3958
H: 0.2968 1.1504 -1.1366
H: 0.5282 -1.5379 0.0376

=====

DFT (wB97M-V/def2-TZVPD) results for the molecule CH4INO2 at a distorted geometry.

For the HOMO energy, the calculation gives -0.35031 hartree. As for the SMILES: NO[C@@H](O)I. The value obtained for the total energy is -543.31622 Eh. Its energy relative to the best compared isomer or geometry (same formula, charge and spin) is 14.2 kcal/mol.

Element x y z (Å)
C: -0.7815 0.2506 0.4084
N: 1.4713 -0.8413 -0.3849
O: -0.4479 1.4944 -0.1690
O: 0.0804 -0.9516 -0.3663
I: -2.8693 -0.3833 -0.1060
H: -0.7214 0.1539 1.5075
H: 1.8981 -1.2892 0.4102
H: 1.7043 0.1972 -0.2304
H: -0.3341 1.3693 -1.0695

=====

DFT (wB97M-V/def2-TZVPD) results for a cluster of 2 separate species, CH4INP2 in total at a distorted geometry.

For the HOMO energy (alpha / beta), the calculation gives -0.31665 / -0.28753 hartree. The value obtained for the total energy is -1075.56036 Eh. Its energy relative to the best compared isomer or geometry (same formula, charge and spin) is 56.7 kcal/mol.

Element x y z (Å)
C: 1.2202 1.0340 0.8054
N: -0.8930 -1.1262 -0.7039
P: -1.0257 -2.0677 0.5560
P: 0.3085 -0.3289 -1.4386
I: -1.0106 1.4908 -2.3902
H: 1.5960 1.9183 0.3294
H: 1.9387 0.3298 1.1813
H: 0.2722 1.0987 1.3023
H: -2.4063 -2.3488 0.3584